*w*
An isolated molecule of C4H12N2S2, computed with ωB97M-V/def2-TZVPD.

XYZ file:
```
20
Properties=species:S:1:pos:R:3:lowdin_charge:R:1
N -1.876 -0.482 3.787 0.01
C -1.532 -1.256 2.562 -0.32
C -1.606 -0.473 1.156 -0.52
S -0.195 0.775 1.045 0.44
S 1.348 -0.425 0.114 0.46
C 1.239 -0.151 -1.717 -0.59
C 1.878 1.140 -2.243 -0.33
N 1.601 1.344 -3.716 -0.01
H -1.125 -0.074 4.211 0.01
H -2.713 -0.716 4.295 0.06
H -0.508 -1.685 2.673 0.10
H -2.238 -2.079 2.384 0.10
H -1.695 -1.143 0.292 0.06
H -2.521 0.131 1.072 0.05
H 0.237 -0.397 -2.118 0.07
H 1.811 -1.074 -2.067 0.08
H 2.965 0.904 -2.088 0.11
H 1.450 1.974 -1.593 0.11
H 1.032 2.169 -3.811 0.05
H 2.446 1.517 -4.238 0.05
```

Output
SMILES: NCCSSCCN
Total charge: 0
Orbital gap in eV: 9.392
LUMO level in eV: 0.735



*x*
A cluster of 2 separate species, C4H12N2S2 in total, computed with ωB97M-V/def2-TZVPD.

XYZ file:
```
20
Properties=species:S:1:pos:R:3:lowdin_charge:R:1
S 0.302 1.935 -2.207 0.54
S 0.959 1.026 1.510 0.76
C -0.413 1.024 0.449 -0.71
C -0.578 -0.266 -0.398 -0.52
C -0.699 -1.545 0.497 -0.23
N 0.617 -2.035 0.836 -0.12
C 0.586 -2.797 2.103 -0.12
N -1.621 -0.106 -1.369 0.02
H -0.266 2.736 -3.119 -0.24
H -0.217 1.836 -0.334 -0.06
H -1.329 1.306 0.985 0.09
H 0.377 -0.412 -0.894 0.10
H -1.294 -2.221 -0.127 0.12
H -1.290 -1.251 1.391 0.12
H 1.117 -1.177 1.094 -0.01
H 0.077 -3.739 1.921 0.08
H 0.055 -2.262 2.889 0.07
H 1.622 -2.970 2.375 0.08
H -2.321 0.514 -0.930 0.09
H -1.155 0.512 -2.042 -0.07
```

Output
Total charge: 0
Orbital gap in eV: 5.203
LUMO level in eV: -3.708



Stability, highest: *w*



*w*
A cluster of 2 separate species, CN2O3S in total, computed with ωB97M-V/def2-TZVPD.

XYZ file:
```
7
Properties=species:S:1:pos:R:3:lowdin_charge:R:1
C 0.555 0.495 1.250 -0.26
N 0.788 1.391 1.919 0.23
N 0.127 -0.595 0.670 -0.04
O -2.602 0.157 -1.803 -0.41
O 0.750 -1.519 0.138 0.05
O -0.305 0.459 -2.347 -0.41
S -1.299 -0.431 -1.903 0.84
```

Output
Total charge: 0
Orbital gap (alpha / beta) in eV: 8.233 / 8.223
LUMO level (alpha / beta) in eV: -2.948 / -2.973



*x*
A structure of composition CN2O3S, computed with ωB97M-V/def2-TZVPD.

XYZ file:
```
7
Properties=species:S:1:pos:R:3:lowdin_charge:R:1
C -2.265 -0.109 -0.029 -0.47
N -3.240 -0.152 0.530 0.17
N 1.968 -0.208 0.029 -0.44
O 1.854 -1.115 -0.657 0.17
O 2.746 0.378 0.619 0.14
O -1.116 0.088 -0.579 -0.46
S 0.052 1.117 0.087 0.89
```

Output
Total charge: 0
Orbital gap (alpha / beta) in eV: 7.896 / 7.953
LUMO level (alpha / beta) in eV: -2.234 / -2.192



Stability, highest: *w*